(1)
Density functional theory data (ωB97M-V/def2-TZVPD) for a molecular structure, C32H24Cl4MoN9O2Te.

Geometry as ORCA input:
```
! wB97M-V def2-TZVPD RIJCOSX def2/J DEFGRID3
* xyz -1 3
H -2.5821 3.6544 -1.8553
C 3.9845 -1.4092 -0.2190
H 3.4165 0.2686 4.6153
C 3.4080 -1.1475 -2.5179
H -2.8705 0.3398 5.1662
Te 0.5487 -2.7700 0.2751
C -1.4674 -3.1216 2.6259
C 1.1618 6.3096 -2.3988
C 5.2584 -2.7574 -1.9216
H 3.1957 4.4565 -2.3702
H 1.7374 0.1473 -2.9355
C -3.5393 2.4513 -0.2332
Cl -5.0571 -2.2822 0.0276
N 1.1227 0.9082 -0.4311
N -1.3612 2.5387 -0.5492
C 2.2631 4.0640 -1.9775
H 3.5529 -1.4127 -3.5596
C 4.2217 -1.7339 -1.5466
C 2.3956 -0.2681 -2.1828
N 1.4912 -0.0423 1.9678
H 3.1465 2.1946 -1.5063
C 1.1315 4.8758 -1.9435
C -2.8075 -1.2022 -0.9458
Cl -4.2380 -1.1701 -5.2491
C 2.1623 0.0782 -0.8474
C 1.6382 0.1462 3.2687
C -2.5383 2.9984 -1.0046
C -2.8657 1.6371 0.6759
H 6.0972 -2.7562 -1.2237
C 3.6612 -0.0919 2.4580
H 1.4551 6.9888 -1.5933
N -1.1545 -0.6372 2.5126
C -0.0723 2.9887 -0.9739
H -1.3961 1.3967 3.1333
N -1.5489 1.6826 0.4815
H -0.9050 4.9182 -1.3384
C -3.6982 -1.1915 -3.5997
H 4.8348 -3.7649 -1.9245
Cl -1.3847 -0.0083 -4.4915
H -2.0569 -6.3056 3.1126
C -1.7276 -5.3547 2.7344
C -1.6156 -1.7977 3.0364
Mo -0.4061 -0.2618 0.5088
H -4.6007 2.5759 -0.3519
H -3.1577 -2.0923 4.3995
C -0.0138 4.3073 -1.4183
C -4.0613 -1.6951 -1.2703
H -1.9802 -4.0887 4.3974
H 0.7715 0.2775 3.8918
C -2.4267 -0.6886 -3.2804
O -2.3280 -1.1091 0.2620
N -2.0271 -4.1505 3.3907
C 2.9852 -0.5062 0.1126
H 4.5489 -1.8946 0.5690
C 2.9936 0.1298 3.6364
H 5.6549 -2.5666 -2.9199
C -4.5102 -1.6962 -2.6011
C -1.6321 0.3648 3.3374
N 2.7418 -0.1946 1.4790
H 4.7102 -0.1675 2.2297
N -2.3373 -1.5364 4.2051
O -0.8115 -0.2391 -1.5806
C 1.0711 2.1635 -0.9642
C -2.3657 -0.1433 4.3489
H 1.8738 6.4470 -3.2143
H -0.7608 -5.6770 0.7931
H -3.2691 0.9475 1.3979
N -0.9350 -3.6682 1.4981
C 2.2352 2.7760 -1.4922
C -1.0962 -5.0356 1.5899
C -1.9662 -0.6996 -1.9725
H 0.1834 6.6341 -2.7572
Cl -6.0817 -2.3310 -2.9758
*
```

Properties
**HOMO (alpha / beta)**: -0.0996 / -0.1284 Ha
**<S²>**: 2.02
**DFT total energy**: -110320.921 eV
**Gap between HOMO and LUMO (alpha / beta)**: 5.1 / 5.9 eV


(2)
Density functional theory data (ωB97M-V/def2-TZVPD) for a molecular structure, C32H24N5O6SSeZr in a non-equilibrium geometry.

Geometry as ORCA input:
```
! wB97M-V def2-TZVPD RIJCOSX def2/J DEFGRID3
* xyz -1 1
C -2.2983 -3.4985 1.3925
N 1.5653 1.5392 -0.4300
C 6.6645 2.3161 0.2620
C -4.2710 -2.9632 2.6380
C 6.7872 2.0397 -2.1089
O 1.0298 0.5809 -2.4163
Zr -0.1724 0.0699 -0.4298
C 4.6987 2.6593 -1.0811
H 2.0149 -4.5035 0.8049
H 2.8248 8.3464 -1.8370
H 7.1357 2.2846 1.2339
H 2.4044 7.3261 0.3750
H 8.4524 1.7741 -0.7921
H 3.3714 6.9026 -3.7640
C -3.8553 -1.6421 2.7197
C 2.9810 -1.1829 -0.8840
H 4.2955 -4.2335 -0.1732
C -1.0690 3.3160 -0.3509
H -1.6906 -4.2038 0.8461
H 4.9833 2.3704 -3.1885
C -3.4912 -3.8891 1.9638
C 3.8949 -2.2257 -0.8310
H -1.3312 3.1925 -1.3989
C 3.2986 5.0964 -2.6263
C -0.4271 3.4460 2.3003
C -0.4353 2.2284 1.5935
C 5.4463 2.3602 -2.2132
H -4.4749 -0.9197 3.2335
C 2.8855 7.2750 -1.7117
C 1.4000 -2.5148 0.2555
C 2.7709 5.3370 -0.3011
H 2.6112 4.8945 0.6692
H 2.8436 2.2968 -3.2460
N -0.6587 -1.7888 0.8912
C 7.4035 2.0214 -0.8705
O -1.0531 -1.2873 -1.8057
C -0.6856 4.6095 1.6189
C 2.3155 -3.5820 0.3261
Se -2.2584 -0.1472 -1.9104
N 2.5716 2.2977 -2.2808
H -3.8176 -4.9161 1.8854
H -0.1811 3.4386 3.3506
C 5.3245 2.6460 0.1602
C 3.0851 4.5209 -1.3788
C 2.6635 6.7053 -0.4704
H 3.5557 4.4767 -3.4729
C 1.6679 1.4175 -1.7773
S 0.0796 0.7494 2.2836
C 2.4205 2.4723 0.0065
C -1.0083 4.5547 0.2596
H -0.6181 5.5606 2.1317
O -1.5289 1.1897 -2.4169
C -1.8705 -2.1676 1.4756
O -3.5399 -0.5645 -2.7287
C -2.6659 -1.2337 2.1459
C 1.6851 -1.2657 -0.3544
N -0.7802 2.1846 0.2879
H 3.3224 -0.2693 -1.3633
H -5.2087 -3.2610 3.0870
H 4.8745 -2.1029 -1.2783
C 3.2277 3.0200 -1.2134
C 3.5684 -3.4327 -0.2201
H 7.3465 1.8040 -3.0028
N 0.1876 -2.7440 0.8547
H -1.2066 5.4564 -0.2989
H 4.7541 2.8651 1.0491
C 3.1999 6.4659 -2.7903
O -2.4566 0.1149 -0.3007
O 2.5696 2.8480 1.1517
H -2.3228 -0.2105 2.2355
*
```

Properties
**HOMO**: -0.1836 Ha
**DFT total energy**: -130774.883 eV
**Gap between HOMO and LUMO**: 6.8 eV


(3)
Density functional theory data (ωB97M-V/def2-TZVPD) for a molecular structure, C32H25Cl2N6NaO4S in a non-equilibrium geometry.

Geometry as ORCA input:
```
! wB97M-V def2-TZVPD RIJCOSX def2/J DEFGRID3
* xyz -2 1
Cl 2.2868 2.9847 0.3260
O 1.9516 -0.5175 4.3750
H -2.3297 5.2328 -0.6201
H 4.1011 1.5541 -0.0997
H -2.2299 -4.2040 -5.8237
H 1.8234 -0.2071 3.4269
H -1.3977 -3.4602 -3.6185
H -1.3929 4.2084 1.3245
S 4.6727 -3.0045 1.3365
H -2.5353 -1.6131 3.0134
H 1.5789 -5.5481 0.9230
C 0.0319 -2.6313 0.1426
H -0.6098 -0.6688 -7.6205
C 0.7552 -3.8077 -0.0189
C 0.4396 0.3580 -5.3674
C -0.0719 -1.1910 -3.0613
N -0.0942 -1.6657 -0.8511
C 0.4813 -4.3285 2.3038
C 0.8888 0.7775 -4.1642
H 1.4447 1.7050 -4.0720
H -2.3346 0.1021 2.5379
C -1.4812 -2.4732 -6.8724
O 0.9841 0.5441 -1.8305
C -0.2550 -3.1616 2.4850
H -1.8586 -2.7922 -7.8371
C 0.3388 1.5063 3.1542
Cl 4.4015 3.2789 -1.6894
C 0.9825 -4.6545 1.0555
C 3.5972 -1.8478 0.9120
C -1.4297 3.2146 0.8698
C -2.7289 4.2293 -2.4847
H 0.6392 0.9480 -6.2577
C -1.8208 -0.8411 2.7046
N 2.8430 -1.0113 0.5927
C -1.6945 -3.2658 -5.7312
H -0.2624 2.9869 7.5434
N -1.9265 1.9406 -1.1309
H 1.0793 1.1074 8.4588
H -2.2715 0.9125 -2.8678
O -1.2190 -1.1744 1.4750
C 1.5106 0.2795 6.5390
C -1.2347 -2.8598 -4.5030
H -3.0485 5.1225 -3.0089
O 1.0541 0.7749 2.3982
H 2.8631 1.5085 -1.3899
C -2.3323 4.2938 -1.1621
C -2.3009 1.8930 -2.3999
C 0.5628 1.4358 4.6293
C -0.2956 -0.8584 -5.5067
C -0.7906 -1.2932 -6.7498
H -0.6173 -2.9045 3.4715
H -0.5905 3.1605 5.0822
N -1.0086 2.1860 1.4938
H 1.1834 -4.0086 -0.9920
H -2.9851 2.9124 -4.1740
C -1.9142 3.1266 -0.5088
H -1.0810 -0.6995 3.4979
C -0.0027 2.3567 5.5056
C 0.6093 0.0680 -2.9280
Na 0.8757 0.2029 0.3199
C -0.5239 -1.6439 -4.3474
C 1.3515 0.3890 5.1533
C -0.4867 -2.3158 1.4137
N -0.1970 -2.0854 -2.0264
C 0.9312 1.2036 7.3886
H 2.1116 -0.5372 6.9204
N -0.6076 2.3377 2.7609
C -2.7034 3.0039 -3.1326
C 0.1775 2.2547 6.8759
C 3.4330 2.1416 -0.7182
H 0.6793 -4.9669 3.1560
*
```

Properties
**HOMO**: -0.0736 Ha
**DFT total energy**: -91020.245 eV
**Gap between HOMO and LUMO**: 5.8 eV


(4)
Density functional theory data (ωB97M-V/def2-TZVPD) for 5 unconnected molecules or ions with the total composition C32H25F32N2O8PS.

Geometry as ORCA input:
```
! wB97M-V def2-TZVPD RIJCOSX def2/J DEFGRID3
* xyz 0 1
F -2.3881 5.5209 -2.8285
O -0.4381 -1.0951 4.2263
F 3.6806 1.7682 -2.6398
P -1.6681 -5.6745 2.9506
F 0.0844 7.4474 0.5220
C 5.0998 5.4145 -3.3947
F -1.1211 5.6625 0.9223
H 5.5438 5.6242 -2.4210
N -8.1892 -11.1108 -0.0409
C 4.4884 0.1670 1.5377
H -1.4492 7.4740 -1.7966
F 0.8832 0.1993 3.0553
C -1.8224 -1.3881 4.3102
F 3.1589 9.5208 -3.9412
F -4.4844 5.9162 -2.4163
F -1.5792 -1.6737 6.6450
C 6.1326 5.5607 -4.5200
H 2.9192 1.4466 0.7292
F -0.1772 4.6450 -1.5642
H -3.4059 -6.9061 3.4567
C -3.2268 -0.0754 6.1015
F 0.2072 0.4512 6.4745
F 5.3779 -0.7116 1.0334
F -3.7352 3.2763 -2.2965
H -4.0579 0.1135 5.4168
H 4.8463 4.3559 -3.3989
C -1.7751 7.1263 -0.8156
C 5.2198 1.3216 2.2290
H 2.6925 -0.2790 0.5696
C 3.4313 0.5158 0.4826
H -1.8862 -2.4296 4.0026
F 6.3357 2.3709 -2.5016
C -2.9623 -7.0913 -1.2444
O -2.5663 -6.6835 3.8843
H 5.8095 0.4533 -2.7548
F 4.3519 2.6550 -0.7739
C 4.3948 1.5297 -1.5107
C 7.2272 6.6186 -4.3575
H 2.3082 7.9243 -4.7981
C -5.7763 -9.0792 -3.0621
C -6.6914 -10.0405 -2.6643
C -2.8805 -8.0178 -0.2051
F 4.2123 8.1898 -5.3258
H 7.8307 6.4101 -3.4704
H -2.7623 -5.0488 -1.8340
F 1.2485 1.8815 5.1825
C 0.4000 5.6616 -0.8870
F -0.9337 1.0676 3.8733
F 2.5455 7.3486 -2.3616
F 1.3163 5.1293 -0.0439
H 0.9123 6.3150 -1.5916
F 6.1023 0.8050 3.1122
S -3.4140 -7.6756 -2.8487
N -3.1647 -9.3720 -0.4707
F 3.8053 -0.4615 2.5392
C 5.8243 1.2278 -1.9863
F 4.6541 7.8607 -2.4777
H -2.4392 -8.2859 1.8845
F -3.4358 -2.3239 5.6791
F -3.7196 -0.2434 7.3488
H 4.5095 1.9550 2.7669
C -2.6769 -5.7523 -1.0153
H -2.0836 -4.2711 0.3990
F -2.4061 0.9937 6.1137
O -3.0199 6.4578 -0.8828
C -2.4774 -1.3473 5.6942
C -3.3110 5.5424 -1.8516
C -2.2985 -5.3210 0.2483
F 6.7903 4.3665 -4.5433
F 6.6055 0.8287 -0.9685
F 8.0246 6.5857 -5.4473
C 3.6355 7.3517 -3.1857
C -0.6282 6.4396 -0.0642
H -3.4329 -4.4160 2.8153
O -8.0445 -11.6384 0.9674
F 6.6968 7.8545 -4.2595
C -5.2675 -10.5772 -0.7841
H 1.7940 -0.0366 5.3684
O -7.3237 -11.7342 -1.0880
H -1.9895 8.0144 -0.2234
H -4.4471 4.1518 -0.6433
C 0.8957 0.5823 5.3275
C 3.2630 8.2455 -4.3769
O 3.8173 0.4717 -0.8795
F -2.5012 3.7281 -0.5454
C -3.5553 4.1404 -1.2725
H -7.6062 -10.2003 -3.2205
C 0.0390 0.1733 4.1207
C -6.4221 -10.7766 -1.5239
C -2.5102 -7.5819 1.0613
O 3.8484 6.0596 -3.5494
C -4.6102 -8.8750 -2.3402
H -5.9563 -8.4707 -3.9390
H -2.3979 -0.8171 3.5801
C -4.3487 -9.6215 -1.1922
F 5.5115 5.7160 -5.7071
H -5.0958 -11.1827 0.0985
H -3.1043 -9.9359 0.3654
F 5.9032 2.0693 1.3392
C -2.2130 -6.2374 1.2963
O -2.5011 -4.2446 3.0165
*
```

Properties
**HOMO**: -0.3045 Ha
**DFT total energy**: -160032.134 eV
**Gap between HOMO and LUMO**: 7.7 eV


(5)
Density functional theory data (ωB97M-V/def2-TZVPD) for a molecular structure, C32H25N3O7P2Pd in a non-equilibrium geometry.

Geometry as ORCA input:
```
! wB97M-V def2-TZVPD RIJCOSX def2/J DEFGRID3
* xyz 2 5
H -6.1563 -2.2087 -1.3427
C 1.3227 -0.2713 3.2021
P -0.6816 2.8298 -0.3934
C -1.1115 6.6827 0.6542
H -1.6144 7.2454 1.4282
C 3.7621 -0.0777 3.6152
N -2.1595 2.3502 -0.9832
C -0.3953 7.3440 -0.3369
C -4.5734 -0.8535 -0.8576
H 1.2250 0.2575 -4.1677
H -5.1102 2.0574 0.2259
H 2.0586 -0.6316 6.5633
H -6.3397 2.5793 2.2862
Pd -0.2247 0.4902 0.2622
C -3.5343 -0.0652 -1.3572
N -0.2042 -0.6992 5.2131
H -3.6008 3.9076 -0.7817
C -3.1760 3.2610 -1.5487
H 4.7787 0.0739 3.2799
C 3.4888 -0.3016 4.9704
C 2.7346 1.0261 -2.8580
H -5.4239 1.9162 4.4821
O -0.3347 -0.4627 6.3843
C 1.1538 -0.4831 4.6440
C -0.5180 4.5880 -0.3595
H -3.2620 0.7249 4.6179
C -3.4430 1.1451 1.2612
C 0.2109 5.2534 -1.3525
H -0.6431 1.2269 -2.8613
H 2.1917 2.8598 -0.0587
H 0.8163 7.1642 -2.1004
C -3.2751 -0.0486 -2.7320
O -1.0494 -1.1138 4.4538
C -4.8649 1.7049 3.5806
H -5.7165 -2.1396 -3.7695
O 4.1160 0.7322 1.0124
O 2.0260 0.0366 0.4980
N 4.6390 -0.3312 5.9109
H -0.3475 8.4246 -0.3303
C -3.6485 1.0445 3.6602
O 5.7349 -0.2265 5.4151
C -5.3513 -1.6001 -1.7308
H -4.7750 -0.8931 0.2040
H -1.9939 0.2345 2.5800
C 2.7097 -0.0518 2.7542
H -1.7278 4.7798 1.4235
C 3.0428 0.2883 1.2769
O 4.3731 -0.4481 7.0802
H -3.9667 2.6549 -1.9874
C 3.0148 1.7601 -1.7012
H 0.7238 4.7023 -2.1302
C 0.3763 1.3546 -2.5310
C 0.2635 6.6366 -1.3357
H -3.8700 -0.7605 -4.6600
H 4.0373 1.9161 -1.3889
C 1.9764 2.2892 -0.9555
O 0.3811 -0.2709 2.4082
H -2.4768 0.5555 -3.1384
C -2.9330 0.7700 2.5026
C 0.6341 2.0967 -1.3726
P -2.4968 0.8380 -0.2249
C 2.2010 -0.4858 5.5001
C -4.0618 -0.7869 -3.5964
C -4.6825 1.7934 1.1859
C -1.1736 5.3000 0.6507
H 3.5494 0.6167 -3.4399
H -2.7294 3.8698 -2.3323
C -5.3822 2.0801 2.3437
C -5.1010 -1.5624 -3.0929
C 1.4287 0.8220 -3.2683
*
```

Properties
**HOMO (alpha / beta)**: -0.5048 / -0.5380 Ha
**<S²>**: 6.07
**DFT total energy**: -74426.048 eV
**Gap between HOMO and LUMO (alpha / beta)**: 7.8 / 5.0 eV


(6)
Density functional theory data (ωB97M-V/def2-TZVPD) for a molecular structure, C32H26AsF6FeN8O3PS.

Geometry as ORCA input:
```
! wB97M-V def2-TZVPD RIJCOSX def2/J DEFGRID3
* xyz -1 6
C -2.6574 2.4290 1.2316
F -0.5647 -2.3504 3.7118
As 0.0372 -2.6299 2.1138
C 1.7401 4.0450 -1.6522
N 5.8264 -1.1621 -2.5517
C 1.5293 5.4144 -4.0619
C -4.5014 -1.5576 1.8091
N 4.4487 -0.9458 0.7565
F 0.0607 -0.8391 1.8734
C -5.9124 -2.0731 -0.0712
H -3.9892 4.8169 -3.0727
H -2.3392 5.4690 -0.1395
C -2.3914 -1.4505 -2.9437
N 1.3356 0.0687 -2.4151
H -0.9871 1.8368 -2.4018
H 1.4963 2.2599 -2.8101
N -1.0911 -0.3755 -0.7105
H -4.0704 4.0510 1.0228
H -1.6119 4.1348 -3.0607
C -4.6977 2.9103 -2.3946
P -2.4418 -0.4037 -1.4722
C 3.3982 -0.6684 -0.0428
H -3.6927 -1.8839 -6.0407
O 2.2873 -0.4270 0.5004
H -5.7370 3.2125 -2.3756
H 4.3157 -0.7852 1.7400
C -3.7167 3.8092 -2.7856
F -1.5898 -2.6518 1.5080
C -2.3825 3.4259 -2.7898
H -2.1880 -3.8410 -5.9606
H 1.6271 5.5671 -6.0845
H -5.1129 0.9384 -1.6700
C -3.0690 3.6917 0.8392
C -3.0112 1.2314 -2.0202
N -0.8894 4.0265 -0.0549
C -3.1663 -1.2096 -4.0741
C -1.5320 -2.5469 -2.9022
C 1.8279 5.4264 -1.6692
S 1.9288 3.1646 -0.1284
C -4.9416 -1.5871 -0.9334
H -2.5791 -0.7083 1.3256
H 5.3796 -0.9262 0.3780
F 0.0158 -4.3449 2.3218
H -4.3149 -1.5759 2.8748
H -0.9163 -2.7085 -2.0260
C -3.5297 -1.0642 0.9507
C 4.7937 -0.9309 -2.0892
H 1.2982 3.4731 -4.9530
C -0.5926 2.7957 0.3672
C -3.7553 -1.0669 -0.4222
C -5.6925 -2.0538 1.2998
H -3.8106 -0.3395 -4.1153
C 1.4443 4.0232 -4.0297
H 1.9589 5.9565 -0.7368
H -6.4452 -2.4467 1.9715
O 3.0501 2.2835 -0.3035
Fe 0.4727 0.1601 -0.0777
N 1.3711 6.1046 -5.2709
O 1.9648 4.1355 0.9321
C -3.0952 -2.0734 -5.1581
C 2.3980 -0.2832 -2.1062
N -1.4307 1.9788 1.0201
N 0.6189 2.2059 0.0308
H -6.8327 -2.4818 -0.4687
C 1.7205 6.1089 -2.8694
C -2.1132 4.4623 0.1990
H -5.1001 -1.6313 -2.0049
C 1.5508 3.3410 -2.8308
H 1.7793 7.1912 -2.8848
F 1.6600 -2.5359 2.6914
H 1.8075 7.0132 -5.2835
H -0.7965 -4.2545 -3.9586
H -3.3349 1.7539 1.7445
C -2.2475 -3.1708 -5.1120
C -2.0284 2.1398 -2.4119
F 0.6285 -2.7898 0.4815
C -4.3463 1.6253 -2.0046
C 3.5588 -0.6901 -1.4571
C -1.4662 -3.4054 -3.9887
*
```

Properties
**HOMO (alpha / beta)**: -0.2122 / -0.2121 Ha
**<S²>**: 8.76
**DFT total energy**: -183331.975 eV
**Gap between HOMO and LUMO (alpha / beta)**: 8.1 / 7.5 eV


Record-wise ΔE to the lowest compared entry with this formula, charge and spin values, in eV: 1.012, 1.472, 0.473, 0.000, 0.286, 0.274